Computed, not measured: an isolated ion of composition C3H8NO2S2 and charge +1 in a non-equilibrium geometry, with ωB97M-V with the def2-TZVPD basis set.

Each line ends with the natural charge from an NBO analysis.
CARTESIAN COORDINATES (ANGSTROEM)
1 N -0.54776 0.95756 -1.19771  -0.6877
2 C -0.37699 1.03716 0.27107  -0.1676
3 C 0.07460 -0.28985 0.84393  -0.5845
4 S -0.89408 -1.74941 0.39453  0.1634
5 S -0.09156 -2.30206 -1.36628  -0.1448
6 C 0.64114 2.15578 0.55513  0.7850
7 O 1.31449 2.60261 -0.32517  -0.5583
8 O 0.58628 2.51251 1.82497  -0.6435
9 H -0.24922 1.77042 -1.74552  0.4673
10 H -1.50455 0.79458 -1.49701  0.4485
11 H -0.02575 0.18928 -1.64518  0.4586
12 H -1.32994 1.30287 0.68572  0.2527
13 H 1.09630 -0.46624 0.54619  0.2446
14 H 0.13774 -0.23338 1.93181  0.2813
15 H 0.94286 -3.10051 -1.03430  0.1634
16 H 1.29208 3.09396 2.05376  0.5215

Output
**Multiplicity**: 1
**LUMO**: -3.370 eV
**Maximum force**: 1.8 eV Å⁻¹
**Energy relative to the best compared isomer or geometry (same formula, charge and spin)**: 0.0 kJ/mol
**Molar mass**: 154.24 g/mol
**Calculated total energy**: -30490.1366 eV
**Charge**: +1
**SMILES**: [NH3+][C@@H](CSS)C(=O)O
**Kohn-Sham gap**: 10.245 eV

Computed, not measured: C42H34HfN5O8PS as an isolated structure, with ωB97M-V with the def2-TZVPD basis set.

Each line ends with the Mulliken charge.
CARTESIAN COORDINATES (ANGSTROEM)
1 Hf 0.37960 1.47644 0.14283  1.5072
2 O 0.09097 1.67612 -4.03274  -0.7584
3 C 0.54632 1.44277 -2.91248  -1.0911
4 N -0.11122 0.89951 -1.88111  1.1101
5 C -1.46307 0.46972 -2.15143  -1.8197
6 C -1.95598 -0.38029 -1.00373  0.8861
7 C -3.22697 -0.92721 -1.05138  -1.0496
8 C -3.60645 -1.77249 -0.02296  -0.9143
9 C -2.71896 -2.01267 1.01724  -0.9216
10 C -1.50407 -1.35496 1.01494  -1.1420
11 N -1.11311 -0.55754 0.01690  2.0798
12 C 1.97287 1.79810 -2.57979  0.9385
13 C 2.93894 1.95753 -3.55295  -0.6611
14 C 4.22147 2.29370 -3.14631  -0.6124
15 C 4.48158 2.47944 -1.79809  -0.9122
16 C 3.45070 2.31235 -0.88765  -0.3528
17 N 2.22394 1.97551 -1.27937  0.2043
18 H -1.50193 -0.11303 -3.07883  0.7429
19 H -2.14214 1.31972 -2.30129  0.3556
20 H -3.87708 -0.71149 -1.88730  0.5752
21 H -4.58206 -2.24135 -0.02482  0.5176
22 H -2.96962 -2.66494 1.84034  0.6115
23 H -0.80114 -1.46178 1.83156  0.3350
24 H 2.66842 1.81638 -4.58898  0.5629
25 H 5.01267 2.41514 -3.87459  0.4532
26 H 5.46597 2.74877 -1.44313  0.4672
27 H 3.59223 2.44843 0.17624  0.5689
28 C 5.32379 -3.73007 -3.18741  -0.5176
29 C 5.21471 -2.35745 -2.98759  -0.7359
30 C 4.10438 -1.83562 -2.35060  -0.0458
31 C 3.08612 -2.67073 -1.88276  0.1630
32 C 3.20399 -4.04005 -2.08800  -0.2293
33 C 4.31497 -4.56563 -2.74001  -0.7903
34 P 1.63838 -1.85818 -1.11190  0.5191
35 C 0.66753 -3.28148 -0.49059  0.4451
36 C 0.77487 -3.79739 0.79882  -0.2127
37 C -0.04824 -4.83209 1.22305  -0.6879
38 C -0.99539 -5.36716 0.36278  -0.4972
39 C -1.11384 -4.86176 -0.92556  -0.8492
40 C -0.29284 -3.82587 -1.34330  -0.4805
41 C 2.41066 -1.16096 0.41520  1.2622
42 C 3.48579 -1.84321 0.99316  0.1042
43 C 4.17923 -1.31772 2.07063  -0.8820
44 C 3.80159 -0.08562 2.58218  -0.8078
45 C 2.72445 0.58978 2.02242  -0.6143
46 C 1.99696 0.08215 0.93353  -0.6549
47 H 6.18926 -4.14147 -3.68950  0.3719
48 H 5.99708 -1.69420 -3.33393  0.4368
49 H 4.02657 -0.76295 -2.20153  0.2091
50 H 2.43056 -4.70937 -1.73233  0.3986
51 H 4.38771 -5.63559 -2.88756  0.4131
52 H 1.50578 -3.38529 1.48328  0.3891
53 H 0.05206 -5.21932 2.22923  0.3986
54 H -1.64006 -6.17142 0.69188  0.3858
55 H -1.85223 -5.27138 -1.60216  0.4109
56 H -0.40938 -3.42654 -2.34480  0.4402
57 H 3.80068 -2.79651 0.58298  0.5381
58 H 5.01198 -1.86023 2.49985  0.4097
59 H 4.34014 0.35359 3.41303  0.4391
60 H 2.45205 1.54979 2.45307  0.3968
61 O -1.53716 6.97756 1.24291  -0.5314
62 C -1.99715 6.66094 0.03599  0.3488
63 O -2.91372 7.24970 -0.47689  -0.6182
64 C -1.36925 5.49763 -0.64745  0.2145
65 C -1.73772 5.07464 -1.91228  -0.4390
66 N -1.00269 3.98858 -2.20411  -0.2539
67 N -0.16322 3.67786 -1.20179  0.2985
68 C -0.39447 4.56777 -0.25790  -0.2492
69 C 0.44298 4.41782 0.97121  0.7915
70 O 0.52963 5.30471 1.79472  -0.8562
71 O 1.06159 3.26522 1.01244  -0.6830
72 H -0.77582 6.41154 1.50004  0.4013
73 H -2.45243 5.49465 -2.59843  0.5795
74 H -0.96745 3.44002 -3.05612  0.0872
75 C -6.29101 -1.24957 4.15019  -1.4715
76 C -5.15382 -0.41889 3.62812  1.0499
77 C -3.87694 -0.52939 4.16774  -0.9476
78 C -2.81876 0.20737 3.65981  -0.5084
79 C -3.05412 1.07914 2.61022  0.2412
80 C -4.32221 1.22958 2.06506  -0.5860
81 C -5.36075 0.47120 2.57603  -0.8940
82 S -1.76181 2.06437 1.97283  1.3633
83 O -1.84059 2.07246 0.47434  -0.4847
84 O -1.84599 3.35721 2.56971  -0.6514
85 O -0.49208 1.29735 2.20412  -0.8584
86 H -6.40769 -2.16652 3.56841  0.2761
87 H -7.23436 -0.70774 4.09155  0.3830
88 H -6.13080 -1.53890 5.18819  0.3742
89 H -3.70347 -1.20548 4.99568  0.3712
90 H -1.82423 0.10994 4.07194  0.5594
91 H -4.49168 1.91979 1.25001  0.5027
92 H -6.35399 0.57752 2.15702  0.3838

Output
**Multiplicity**: 1
**LUMO**: -0.256 eV
**Maximum force**: 0.7 eV Å⁻¹
**Energy relative to the best compared isomer or geometry (same formula, charge and spin)**: 12.3 kJ/mol
**Molar mass**: 978.29 g/mol
**Calculated total energy**: -89374.5121 eV
**Charge**: 0
**Kohn-Sham gap**: 7.733 eV